(1)
{
  "formula": "C63H40BrCl4N7O2Y",
  "method": "ωB97M-V with the def2-TZVPD basis set",
  "e_lumo_ha": [0.05609, 0.05678],
  "homo_energy_ev": [-3.16, -3.08],
  "fmax_ev_per_a": 2.76,
  "gap_ev": [4.6887, 4.6256],
  "charge": -1,
  "elements": ["Y", "Cl", "C", "C", "C", "C", "C", "C", "C", "C", "C", "C", "C", "C", "C", "C", "C", "C", "Cl", "C", "C", "C", "N", "C", "C", "C", "C", "C", "C", "Cl", "C", "C", "C", "C", "C", "C", "N", "C", "C", "C", "C", "C", "N", "C", "C", "C", "C", "Cl", "C", "C", "C", "C", "N", "H", "H", "H", "H", "H", "H", "H", "H", "H", "H", "H", "H", "H", "H", "H", "H", "H", "H", "H", "H", "H", "H", "H", "H", "Br", "C", "C", "C", "C", "O", "C", "C", "N", "C", "C", "C", "C", "C", "C", "C", "C", "N", "C", "C", "H", "H", "H", "H", "H", "H", "H", "H", "H", "H", "N", "C", "O", "C", "C", "H", "H", "H", "H", "H", "H"],
  "positions_angstrom": [[-0.324, 0.165, -0.597], [-1.819, -1.212, 8.681], [-1.490, -0.785, 7.035], [-0.752, 0.353, 6.767], [-0.501, 0.695, 5.450], [-0.960, -0.106, 4.411], [-1.682, -1.255, 4.701], [-1.959, -1.594, 6.012], [-0.640, 0.249, 3.005], [0.566, -0.336, 2.495], [1.558, -0.946, 3.273], [2.531, -1.397, 2.399], [2.088, -1.088, 1.098], [2.801, -1.393, -0.110], [3.753, -2.561, -0.100], [4.064, -4.415, -1.955], [5.249, -5.105, -1.371], [6.207, -4.442, -0.721], [7.617, -5.339, -0.196], [6.234, -3.031, -0.416], [5.177, -2.235, -0.180], [2.564, -0.804, -1.349], [1.488, -0.009, -1.650], [1.674, 0.513, -2.912], [0.860, 1.431, -3.548], [1.319, 1.936, -4.862], [1.216, 1.177, -6.022], [1.632, 1.687, -7.240], [2.167, 2.962, -7.292], [2.668, 3.616, -8.820], [2.304, 3.729, -6.146], [1.872, 3.212, -4.940], [-0.343, 2.041, -3.056], [-1.140, 2.961, -3.776], [-2.193, 3.315, -2.954], [-2.018, 2.610, -1.748], [-0.888, 1.837, -1.823], [-2.864, 2.677, -0.596], [-2.573, 2.169, 0.642], [-3.475, 2.015, 1.741], [-2.843, 1.385, 2.760], [-1.507, 1.066, 2.348], [-1.255, 1.711, 1.070], [-4.128, 3.436, -0.710], [-5.135, 3.118, -1.615], [-6.302, 3.858, -1.670], [-6.456, 4.948, -0.829], [-7.907, 5.892, -0.904], [-5.462, 5.300, 0.069], [-4.311, 4.540, 0.123], [2.921, -0.001, -3.429], [3.450, -0.822, -2.494], [0.895, -0.414, 1.161], [-0.374, 0.960, 7.576], [0.069, 1.587, 5.228], [-2.006, -1.877, 3.879], [-2.530, -2.478, 6.247], [1.544, -1.032, 4.342], [3.434, -1.917, 2.654], [3.458, -5.134, -2.508], [5.329, -6.172, -1.499], [7.220, -2.590, -0.353], [5.381, -1.187, -0.004], [0.789, 0.186, -5.968], [1.530, 1.106, -8.145], [2.735, 4.718, -6.203], [1.959, 3.794, -4.035], [-0.957, 3.307, -4.777], [-2.989, 4.005, -3.173], [-4.507, 2.311, 1.709], [-3.269, 1.088, 3.701], [-5.012, 2.269, -2.269], [-7.091, 3.592, -2.357], [-5.590, 6.155, 0.717], [-3.531, 4.808, 0.822], [3.339, 0.264, -4.382], [4.385, -1.348, -2.548], [-6.462, -0.622, 2.178], [-5.062, -0.804, 0.894], [-5.261, -0.287, -0.382], [-4.242, -0.353, -1.300], [-2.980, -0.889, -0.955], [-1.958, -0.799, -1.737], [-2.859, -1.535, 0.325], [-1.666, -2.319, 0.509], [-1.296, -2.809, 1.638], [-0.132, -3.514, 1.818], [-0.003, -4.118, 3.073], [1.152, -4.763, 3.458], [2.275, -4.701, 2.650], [2.209, -4.069, 1.417], [3.396, -3.896, 0.580], [3.190, -3.738, -0.909], [1.773, -3.544, -1.251], [0.803, -3.395, -0.429], [0.970, -3.605, 0.922], [-3.901, -1.450, 1.249], [-6.204, 0.175, -0.639], [-4.369, 0.039, -2.298], [-1.149, -2.553, -0.435], [-0.850, -4.078, 3.739], [1.195, -5.281, 4.406], [3.212, -5.121, 2.988], [4.269, -4.450, 0.914], [4.402, -3.647, -2.658], [1.510, -3.539, -2.304], [-3.793, -1.910, 2.219], [3.019, 1.754, 0.770], [1.830, 2.352, 0.509], [1.509, 2.667, -0.620], [0.995, 2.740, 1.722], [-0.467, 2.954, 1.326], [3.477, 1.353, -0.037], [3.172, 1.278, 1.645], [1.388, 3.692, 2.096], [1.094, 1.996, 2.510], [-0.488, 3.549, 0.407], [-0.962, 3.516, 2.133]],
  "lowdin_charge": [1.55, 0.65, -0.68, -0.11, -0.02, -0.20, -0.01, -0.09, -0.11, -0.29, -0.01, -0.05, -0.29, -0.11, -0.23, -0.10, -0.12, -0.68, 0.64, -0.12, 0.00, -0.27, -0.05, -0.24, -0.09, -0.22, -0.02, -0.11, -0.68, 0.63, -0.10, -0.02, -0.24, -0.02, -0.02, -0.25, -0.04, -0.09, -0.20, -0.01, 0.01, -0.19, -0.08, -0.18, -0.02, -0.10, -0.68, 0.65, -0.10, -0.02, 0.01, 0.00, -0.01, 0.10, 0.12, 0.09, 0.10, 0.11, 0.11, 0.12, 0.10, 0.09, 0.13, 0.12, 0.10, 0.10, 0.13, 0.10, 0.10, 0.12, 0.12, 0.11, 0.10, 0.10, 0.12, 0.11, 0.10, 0.68, -0.70, -0.13, -0.01, -0.40, -0.18, -0.16, -0.13, 0.13, -0.20, -0.03, -0.08, -0.04, -0.13, -0.04, -0.24, -0.05, 0.14, -0.15, -0.08, 0.10, 0.11, 0.11, 0.10, 0.10, 0.11, 0.15, 0.12, 0.14, 0.10, 0.19, -0.55, 0.05, -0.07, -0.12, 0.10, 0.10, 0.13, 0.10, 0.13, 0.14]
}

---

(2)
{
  "formula": "C48H133N11O15",
  "method": "ωB97M-V with the def2-TZVPD basis set",
  "e_lumo_ha": 0.01075,
  "homo_energy_ev": -8.78,
  "fmax_ev_per_a": 3.57,
  "gap_ev": 9.0676,
  "charge": 0,
  "elements": ["C", "C", "O", "O", "H", "H", "H", "H", "H", "H", "C", "C", "O", "O", "H", "H", "H", "H", "H", "H", "C", "C", "C", "O", "C", "N", "H", "H", "H", "H", "H", "H", "H", "H", "H", "H", "H", "C", "C", "C", "O", "C", "N", "H", "H", "H", "H", "H", "H", "H", "H", "H", "H", "H", "C", "C", "C", "O", "C", "N", "H", "H", "H", "H", "H", "H", "H", "H", "H", "H", "H", "C", "C", "C", "O", "C", "N", "H", "H", "H", "H", "H", "H", "H", "H", "H", "H", "H", "C", "C", "C", "O", "C", "N", "H", "H", "H", "H", "H", "H", "H", "H", "H", "H", "H", "C", "C", "C", "O", "C", "N", "H", "H", "H", "H", "H", "H", "H", "H", "H", "H", "H", "C", "C", "C", "O", "C", "N", "H", "H", "H", "H", "H", "H", "H", "H", "H", "H", "H", "C", "C", "C", "O", "C", "N", "H", "H", "H", "H", "H", "H", "H", "H", "H", "H", "H", "C", "C", "C", "O", "C", "N", "H", "H", "H", "H", "H", "H", "H", "H", "H", "H", "H", "C", "C", "C", "O", "C", "N", "H", "H", "H", "H", "H", "H", "H", "H", "H", "H", "H", "C", "C", "C", "O", "C", "N", "H", "H", "H", "H", "H", "H", "H", "H", "H", "H", "H"],
  "positions_angstrom": [[4.867, 2.319, 2.369], [5.081, 1.959, 3.803], [4.159, 1.015, 4.418], [3.471, 2.511, 2.065], [5.242, 1.497, 1.738], [5.440, 3.238, 2.152], [4.903, 2.933, 4.290], [6.029, 1.582, 4.108], [3.399, 0.909, 3.855], [3.360, 3.398, 1.741], [-4.088, -4.773, -0.678], [-4.889, -4.354, 0.523], [-6.203, -4.122, 0.022], [-3.992, -3.648, -1.682], [-4.504, -5.681, -1.137], [-3.055, -4.956, -0.436], [-4.515, -3.421, 0.926], [-4.770, -5.164, 1.301], [-6.847, -3.997, 0.717], [-4.855, -3.247, -1.819], [2.606, -8.336, -0.460], [2.543, -6.869, -0.872], [2.348, -5.943, 0.277], [2.250, -4.609, -0.223], [2.035, -3.681, 0.818], [3.677, -6.558, -1.689], [3.518, -8.567, 0.056], [2.500, -9.021, -1.298], [1.878, -8.580, 0.301], [1.661, -6.889, -1.502], [3.238, -6.048, 0.962], [1.466, -6.253, 0.932], [2.779, -3.763, 1.630], [1.042, -3.837, 1.327], [2.058, -2.697, 0.328], [3.829, -5.616, -1.907], [4.548, -6.855, -1.275], [-1.138, -2.558, 7.561], [-0.134, -1.571, 7.100], [-0.390, -1.153, 5.604], [-0.406, -2.246, 4.704], [-0.437, -1.791, 3.374], [-0.110, -0.445, 7.994], [-2.157, -2.114, 7.491], [-1.024, -2.871, 8.605], [-1.252, -3.409, 6.930], [0.851, -2.061, 7.055], [0.369, -0.455, 5.254], [-1.361, -0.622, 5.548], [-0.893, -0.797, 3.207], [-0.947, -2.543, 2.849], [0.612, -1.670, 3.043], [-1.019, 0.004, 7.941], [0.679, 0.141, 7.797], [-0.294, 2.551, 4.563], [0.609, 3.180, 3.519], [-0.142, 3.616, 2.358], [-0.966, 4.692, 2.621], [-1.226, 5.567, 1.527], [1.468, 4.194, 3.980], [-0.777, 1.683, 4.113], [-1.033, 3.263, 4.978], [0.354, 2.239, 5.458], [1.278, 2.422, 3.181], [-0.765, 2.760, 2.051], [0.514, 3.875, 1.520], [-2.001, 6.235, 1.921], [-1.706, 5.112, 0.667], [-0.385, 6.095, 1.147], [2.067, 3.953, 4.763], [1.023, 5.086, 4.132], [3.052, -1.666, -2.610], [2.428, -0.600, -3.572], [3.223, 0.680, -3.320], [4.559, 0.498, -3.656], [5.438, 1.390, -3.209], [2.432, -1.010, -4.927], [2.473, -2.590, -2.833], [2.873, -1.518, -1.566], [4.122, -1.828, -2.852], [1.441, -0.395, -3.163], [3.168, 1.031, -2.248], [2.843, 1.494, -3.944], [6.395, 1.116, -3.651], [5.651, 1.388, -2.134], [5.225, 2.443, -3.448], [2.283, -2.003, -4.960], [3.392, -0.925, -5.343], [-0.319, -3.813, -2.691], [-0.902, -4.309, -4.020], [0.150, -5.181, -4.675], [1.351, -4.424, -4.899], [2.422, -5.287, -5.151], [-2.051, -5.157, -3.824], [0.592, -3.239, -2.866], [-0.011, -4.710, -2.113], [-1.000, -3.138, -2.192], [-1.180, -3.499, -4.689], [-0.196, -5.695, -5.585], [0.333, -6.062, -3.968], [2.692, -5.818, -4.240], [3.278, -4.703, -5.455], [2.201, -6.025, -5.919], [-1.865, -5.882, -3.148], [-2.810, -4.563, -3.419], [-1.671, 2.869, -5.162], [-0.602, 1.807, -4.767], [-1.260, 0.439, -4.829], [-2.174, 0.361, -3.713], [-2.945, -0.806, -3.612], [0.547, 1.923, -5.660], [-2.200, 2.603, -6.106], [-1.212, 3.847, -5.261], [-2.367, 2.842, -4.319], [-0.243, 2.063, -3.774], [-0.614, -0.442, -4.830], [-1.795, 0.407, -5.802], [-2.335, -1.704, -3.416], [-3.551, -0.961, -4.502], [-3.666, -0.597, -2.768], [1.150, 1.103, -5.611], [0.264, 2.020, -6.616], [0.686, 5.938, -3.232], [-0.087, 5.395, -2.056], [-1.471, 4.923, -2.463], [-2.192, 5.874, -3.257], [-2.642, 6.981, -2.504], [0.694, 4.288, -1.510], [1.661, 6.231, -2.812], [0.245, 6.825, -3.712], [0.818, 5.177, -4.011], [-0.210, 6.206, -1.288], [-2.046, 4.763, -1.559], [-1.391, 3.989, -3.011], [-3.446, 7.417, -3.115], [-1.865, 7.751, -2.399], [-2.966, 6.724, -1.464], [1.024, 3.691, -2.274], [0.150, 3.711, -0.912], [4.982, 6.109, 0.456], [3.879, 5.372, -0.210], [4.358, 4.231, -1.056], [5.235, 4.583, -2.104], [4.650, 5.268, -3.205], [2.878, 4.910, 0.767], [4.699, 7.097, 0.856], [5.848, 6.296, -0.175], [5.319, 5.568, 1.345], [3.420, 6.073, -0.947], [3.528, 3.730, -1.567], [4.923, 3.466, -0.463], [4.542, 6.364, -3.112], [3.645, 4.876, -3.402], [5.252, 5.104, -4.085], [1.970, 4.839, 0.317], [2.892, 5.486, 1.627], [-4.995, 3.855, -0.568], [-4.041, 2.709, -0.111], [-4.162, 2.405, 1.309], [-3.428, 1.208, 1.586], [-3.433, 0.938, 2.970], [-4.176, 1.589, -1.007], [-4.772, 3.967, -1.598], [-4.783, 4.742, -0.020], [-5.990, 3.483, -0.470], [-3.031, 3.108, -0.248], [-5.170, 2.191, 1.729], [-3.699, 3.213, 1.945], [-2.796, 0.121, 3.212], [-4.465, 0.673, 3.298], [-3.113, 1.786, 3.505], [-5.083, 1.210, -1.180], [-3.636, 0.824, -0.609], [-4.042, -2.343, 4.161], [-4.034, -3.797, 4.570], [-2.705, -4.506, 4.420], [-2.227, -4.589, 3.112], [-1.092, -5.443, 2.938], [-4.344, -3.852, 6.017], [-3.734, -2.170, 3.143], [-3.335, -1.820, 4.828], [-5.028, -1.957, 4.323], [-4.755, -4.321, 3.962], [-2.853, -5.571, 4.737], [-1.978, -4.022, 5.061], [-0.245, -4.897, 3.401], [-0.947, -5.498, 1.887], [-1.223, -6.439, 3.428], [-5.271, -3.544, 6.224], [-4.293, -4.800, 6.343], [1.279, 0.988, 0.340], [0.212, 0.792, -0.732], [-0.276, -0.646, -0.687], [-1.078, -0.842, 0.481], [-1.860, -1.977, 0.378], [-0.831, 1.799, -0.593], [1.647, 2.013, 0.263], [2.113, 0.261, 0.275], [0.787, 0.825, 1.276], [0.697, 0.909, -1.695], [0.570, -1.367, -0.672], [-0.952, -0.857, -1.528], [-2.491, -1.958, -0.498], [-2.440, -2.003, 1.278], [-1.195, -2.865, 0.244], [-1.499, 1.661, -1.379], [-1.268, 1.546, 0.297]],
  "lowdin_charge": [-0.24, -0.23, -0.07, -0.10, 0.12, 0.12, 0.11, 0.11, 0.05, 0.00, -0.17, -0.25, -0.06, -0.12, 0.12, 0.10, 0.10, 0.14, 0.08, 0.07, -0.06, -0.47, -0.21, -0.19, -0.11, 0.06, 0.07, 0.08, 0.07, 0.12, 0.14, 0.14, 0.10, 0.08, 0.07, 0.05, 0.08, -0.08, -0.46, -0.20, -0.19, -0.11, 0.05, 0.09, 0.09, 0.05, 0.15, 0.11, 0.12, 0.08, 0.04, 0.10, 0.08, 0.07, -0.04, -0.49, -0.25, -0.16, -0.08, 0.07, 0.05, 0.09, 0.10, 0.11, 0.12, 0.10, 0.10, 0.06, 0.07, 0.09, 0.08, -0.03, -0.44, -0.21, -0.18, -0.15, 0.07, 0.06, 0.04, 0.09, 0.11, 0.13, 0.12, 0.10, 0.09, 0.08, 0.05, 0.11, -0.04, -0.45, -0.21, -0.20, -0.12, 0.04, 0.05, 0.09, 0.04, 0.14, 0.13, 0.14, 0.07, 0.08, 0.09, 0.06, 0.07, -0.05, -0.43, -0.18, -0.22, -0.11, 0.05, 0.09, 0.07, 0.07, 0.11, 0.11, 0.13, 0.06, 0.09, 0.09, 0.04, 0.06, -0.05, -0.44, -0.20, -0.18, -0.11, 0.07, 0.07, 0.09, 0.09, 0.14, 0.09, 0.09, 0.09, 0.08, 0.09, 0.08, 0.01, -0.06, -0.44, -0.21, -0.20, -0.11, 0.06, 0.09, 0.09, 0.07, 0.13, 0.11, 0.14, 0.09, 0.07, 0.08, 0.04, 0.10, -0.02, -0.46, -0.20, -0.21, -0.10, 0.07, 0.06, 0.07, 0.07, 0.10, 0.14, 0.14, 0.05, 0.10, 0.06, 0.07, 0.06, -0.05, -0.42, -0.23, -0.21, -0.08, 0.05, 0.05, 0.08, 0.07, 0.12, 0.14, 0.10, 0.09, 0.06, 0.10, 0.06, 0.07, -0.04, -0.42, -0.17, -0.19, -0.12, 0.08, 0.06, 0.09, 0.06, 0.10, 0.11, 0.11, 0.07, 0.06, 0.10, 0.08, 0.06]
}

---

Table of total energy (eV), in record order: -201687.1181; -99029.6168